The following is a DFT calculation (wB97M-V/def2-TZVPD) of a 7-piece molecular cluster, C46H86BClN3O9S overall.

Element x y z (Å)
C 2.373 -4.841 3.205
C 1.588 -5.926 2.211
C 0.797 -4.973 1.089
C 1.887 -4.723 -0.121
C 2.551 -3.213 -0.094
C 2.287 -2.553 -1.572
C 1.183 -1.314 -1.491
C -0.140 -1.673 -0.590
C -1.362 -0.535 -0.733
S -0.810 1.036 -1.589
N -2.290 -1.178 -1.791
C -3.401 -1.918 -1.109
N -3.595 -3.250 -1.457
N -4.275 -1.342 -0.038
B -5.615 -1.146 -0.698
C -6.929 -1.850 0.073
O -5.896 -0.439 -1.967
C -3.719 -0.125 0.665
C -4.383 -0.228 2.191
O -4.188 0.950 3.034
C -5.273 1.153 4.004
C -5.075 2.713 4.577
O -6.200 3.575 4.114
C -6.109 4.907 4.736
C -4.953 5.883 4.079
C -3.907 1.297 -0.081
C -5.132 2.275 0.301
C -4.854 3.905 0.016
C -5.969 5.079 0.330
C -7.460 4.707 0.905
C -7.766 3.091 1.177
C -6.613 1.944 0.890
C -2.057 -0.392 0.736
C -1.281 0.496 1.857
Cl -1.259 -0.423 3.518
C 0.289 0.848 1.626
C 0.866 1.428 3.088
H 2.659 -5.342 4.250
H 1.637 -3.937 3.399
H 3.338 -4.480 2.637
H 2.339 -6.681 1.692
H 0.747 -6.532 2.767
H -0.110 -5.585 0.622
H 0.458 -3.950 1.546
H 1.316 -4.952 -1.142
H 2.804 -5.481 -0.083
H 2.170 -2.572 0.810
H 3.731 -3.305 0.046
H 2.048 -3.330 -2.424
H 3.309 -2.032 -1.891
H 0.886 -1.090 -2.625
H 1.768 -0.394 -1.015
H 0.106 -1.888 0.558
H -0.545 -2.717 -1.003
H 0.513 1.385 -1.277
H -2.754 -0.393 -2.341
H -3.360 -4.008 -0.748
H -4.031 -3.483 -2.384
H -7.212 -2.890 -0.421
H -7.865 -1.144 0.089
H -6.655 -2.108 1.203
H -6.877 -0.620 -2.152
H -5.523 -0.479 2.199
H -3.851 -1.180 2.678
H -6.355 1.114 3.559
H -5.114 0.442 4.927
H -4.939 2.755 5.742
H -4.089 3.200 4.114
H -7.123 5.493 4.657
H -5.848 4.829 5.895
H -4.766 6.814 4.800
H -3.915 5.367 3.918
H -5.310 6.352 3.050
H -3.886 1.215 -1.274
H -2.920 1.933 0.153
H -3.815 4.260 -0.397
H -5.674 6.200 0.133
H -8.254 5.563 1.129
H -8.858 2.845 1.592
H -6.882 0.835 1.131
H -2.003 -1.494 1.208
H -1.844 1.531 2.050
H 0.989 -0.075 1.386
H 0.495 1.750 0.872
H 0.078 2.074 3.664
H 1.381 0.590 3.733
H 1.745 2.181 2.794
C 2.859 0.534 -4.777
C 3.284 1.489 -3.694
O 3.368 1.129 -2.521
C 3.603 2.903 -4.102
H 2.662 -0.449 -4.337
H 1.944 0.895 -5.252
H 3.657 0.432 -5.517
H 2.720 3.369 -4.547
H 4.434 2.907 -4.811
H 3.895 3.479 -3.217
C 3.296 -4.904 -5.411
C 1.881 -4.448 -5.648
O 1.555 -3.271 -5.500
C 0.879 -5.488 -6.074
H 3.907 -4.047 -5.109
H 3.317 -5.648 -4.611
H 3.710 -5.322 -6.331
H 0.793 -6.258 -5.303
H 1.186 -5.933 -7.024
H -0.100 -5.016 -6.208
C 4.429 2.767 0.774
C 4.715 4.139 0.224
O 4.660 4.368 -0.983
C 5.072 5.220 1.209
H 4.186 2.089 -0.052
H 5.310 2.384 1.294
H 3.574 2.810 1.454
H 5.982 4.946 1.749
H 4.246 5.373 1.909
H 5.252 6.157 0.671
C 9.072 4.099 -1.222
C 8.986 3.614 0.201
O 8.469 4.302 1.079
C 9.556 2.255 0.506
H 8.621 5.094 -1.294
H 10.118 4.166 -1.529
H 8.525 3.418 -1.880
H 10.624 2.240 0.276
H 9.031 1.492 -0.075
H 9.423 2.037 1.571
C -3.410 1.930 -6.480
C -4.351 0.768 -6.304
O -5.141 0.447 -7.190
C -4.287 0.015 -5.002
H -3.567 2.379 -7.466
H -3.607 2.687 -5.716
H -2.375 1.584 -6.414
H -4.523 0.686 -4.173
H -3.292 -0.417 -4.871
H -5.022 -0.797 -5.017
C 5.629 -5.101 5.332
C 5.915 -3.729 4.783
O 5.860 -3.501 3.576
C 6.272 -2.648 5.768
H 5.386 -5.779 4.507
H 6.510 -5.485 5.852
H 4.774 -5.058 6.012
H 7.182 -2.922 6.307
H 5.446 -2.496 6.467
H 6.452 -1.712 5.229

The calculation puts the largest force on an atom at 5.67 eV Å⁻¹. The value obtained for the total energy is -96003.92016 eV. The orbital gap is 5.14 eV. The energy above the lowest of the compared OMol25 structures with the same formula, charge and spin comes out at 9.6941 eV. As for the net charge: +1. Its spin multiplicity is 1. The calculation puts the HOMO energy at -10.371 eV. Its LUMO energy is -5.227 eV.

Löwdin population analysis, charges in e, atoms 1 to 6: C -0.13; C -0.24; C -0.23; C -0.22; C -0.20; C -0.20



The following is a DFT calculation (wB97M-V/def2-TZVPD) of the molecule C4H4N2O.

Element x y z (Å)
N -1.893 -0.308 -1.848
C -1.016 -0.050 -0.990
C -0.127 2.443 1.145
N 0.473 1.431 1.158
C 1.146 0.226 1.146
C 0.850 -0.815 0.363
O -0.109 -1.008 -0.574
H -1.826 -1.280 -2.155
H -0.929 0.933 -0.543
H 1.976 0.138 1.840
H 1.454 -1.710 0.458

The calculation puts the largest force on an atom at 1.13 eV Å⁻¹. The value obtained for the total energy is -9237.77843 eV. The orbital gap is 10.39 eV. The energy above the lowest of the compared OMol25 structures with the same formula, charge and spin comes out at 2.7094 eV. As for the net charge: 0. Its spin multiplicity is 1. The calculation puts the HOMO energy at -9.769 eV. Its LUMO energy is 0.621 eV.

Löwdin population analysis, charges in e, atoms 1 to 6: N 0.13; C -0.26; C 0.06; N -0.07; C -0.13; C -0.12



The following is a DFT calculation (wB97M-V/def2-TZVPD) of the molecule C6H13N.

Element x y z (Å)
C -1.360 -0.942 2.011
C -1.227 0.393 1.880
C -0.928 1.130 0.619
C -0.857 0.315 -0.680
C 0.148 -0.830 -0.748
C 1.608 -0.334 -0.603
N 2.007 0.350 -1.857
H -1.884 -1.441 1.198
H -1.604 -1.354 2.985
H -1.122 0.996 2.784
H -1.752 1.854 0.462
H -0.041 1.761 0.594
H -0.436 0.928 -1.483
H -1.864 0.066 -1.037
H 0.092 -1.650 -0.031
H 0.018 -1.265 -1.741
H 1.789 0.302 0.254
H 2.279 -1.179 -0.460
H 2.570 1.177 -1.724
H 2.564 -0.277 -2.423

The calculation puts the largest force on an atom at 2.75 eV Å⁻¹. The value obtained for the total energy is -7921.45910 eV. The orbital gap is 10.33 eV. The energy above the lowest of the compared OMol25 structures with the same formula, charge and spin comes out at 1.3740 eV. As for the net charge: 0. As for the SMILES: C=CCCCCN. Its spin multiplicity is 1. The calculation puts the HOMO energy at -9.213 eV. Its LUMO energy is 1.112 eV.

Löwdin population analysis, charges in e, atoms 1 to 6: C -0.01; C -0.17; C -0.22; C -0.23; C -0.22; C -0.26



The following is a DFT calculation (wB97M-V/def2-TZVPD) of a 4-piece molecular cluster, C4H14O3 overall.

Element x y z (Å)
C 2.030 -0.295 1.273
C 1.443 0.222 -0.042
C 0.330 0.934 -0.367
C 0.371 1.989 -1.517
H 3.110 -0.748 1.346
H 2.089 0.503 2.081
H 1.361 -1.047 1.742
H 2.105 0.178 -0.961
H -0.524 0.485 0.050
H 0.790 1.553 -2.466
H 1.048 2.718 -1.112
H -0.554 2.540 -1.633
O -2.327 -1.354 0.128
H -1.919 -1.854 -0.603
H -2.467 -2.140 0.667
O 0.300 -2.691 -0.912
H 0.256 -1.907 -1.453
H 0.961 -2.443 -0.246
O -2.652 1.545 1.211
H -2.435 0.588 0.945
H -3.318 1.223 1.868

The calculation puts the largest force on an atom at 3.39 eV Å⁻¹. The value obtained for the total energy is -10515.22112 eV. The orbital gap is 9.20 eV. The energy above the lowest of the compared OMol25 structures with the same formula, charge and spin comes out at 2.7082 eV. As for the net charge: 0. As for the SMILES: C/C=C/C.O.O.O. Its spin multiplicity is 1. The calculation puts the HOMO energy at -8.627 eV. Its LUMO energy is 0.576 eV.

Löwdin population analysis, charges in e, atoms 1 to 6: C -0.13; C -0.21; C -0.15; C -0.08; H 0.10; H 0.08



The following is a DFT calculation (wB97M-V/def2-TZVPD) of the molecule C6H4O.

Element x y z (Å)
C -1.781 -0.011 1.976
C -0.605 0.477 1.898
C 0.277 0.636 0.888
C 1.189 -0.391 0.364
C 0.718 -0.599 -0.873
C -0.457 0.331 -1.036
O -0.128 1.412 -0.148
H -1.303 -0.149 -0.439
H 1.851 -1.003 0.960
H 0.970 -1.394 -1.565
H -0.731 0.692 -2.026

The calculation puts the largest force on an atom at 1.39 eV Å⁻¹. The value obtained for the total energy is -8327.66546 eV. The orbital gap is 8.83 eV. The energy above the lowest of the compared OMol25 structures with the same formula, charge and spin comes out at 4.7747 eV. As for the net charge: 0. Its spin multiplicity is 1. The calculation puts the HOMO energy at -9.821 eV. Its LUMO energy is -0.989 eV.

Löwdin population analysis, charges in e, atoms 1 to 6: C 0.10; C -0.16; C -0.31; C 0.01; C 0.00; C -0.13



The following is a DFT calculation (wB97M-V/def2-TZVPD) of a 2-piece molecular cluster, C32H45F4INO9PS overall.

Element x y z (Å)
C -1.789 -4.021 1.079
C -2.267 -2.607 0.739
C -1.122 -1.584 0.885
C -1.328 -0.387 -0.050
C -0.835 1.027 0.365
C 0.389 0.946 1.331
C 1.796 0.377 1.024
C 2.023 -0.817 0.080
C 2.515 -2.046 0.835
O 2.799 -3.144 -0.027
C -1.936 1.686 1.275
C -2.441 0.833 2.450
C -3.389 1.508 3.451
C -3.727 0.523 4.586
I -2.454 3.257 4.272
S -3.447 2.166 0.424
O -3.874 3.435 0.927
O -4.370 1.067 0.430
O -3.072 2.438 -1.103
C -1.905 2.002 -1.848
C -2.249 0.721 -2.623
C -1.336 0.070 -3.436
C -1.728 -1.070 -4.119
C -3.026 -1.521 -3.972
N -3.921 -0.903 -3.213
C -3.541 0.195 -2.574
P -2.038 3.282 -3.221
O -1.089 3.146 -4.326
O -3.561 3.019 -3.655
O -2.079 4.723 -2.542
C -0.629 2.005 -0.913
C 0.708 1.607 -1.585
C 1.264 2.219 -2.883
C 1.867 3.606 -2.831
F 2.463 3.844 -1.635
F 1.009 4.622 -3.043
F 2.833 3.721 -3.766
C -0.500 3.479 -0.452
O 0.514 3.639 0.545
C 0.556 4.900 1.098
C 1.940 5.471 1.127
O -0.437 5.437 1.513
H -1.148 -4.006 1.966
H -2.614 -4.707 1.262
H -1.177 -4.416 0.265
H -3.104 -2.328 1.381
H -2.585 -2.594 -0.308
H -0.201 -2.123 0.663
H -1.074 -1.306 1.938
H -0.862 -0.655 -0.997
H -2.392 -0.336 -0.286
H 0.033 0.366 2.181
H 0.562 1.921 1.779
H 2.226 0.102 1.994
H 2.435 1.199 0.694
H 2.823 -0.559 -0.626
H 1.158 -1.089 -0.521
H 3.434 -1.761 1.362
H 1.782 -2.383 1.569
H 3.007 -2.787 -0.896
H -1.550 2.616 1.700
H -2.974 -0.044 2.075
H -1.606 0.475 3.048
H -4.318 1.807 2.976
H -3.477 -0.498 4.286
H -4.802 0.534 4.775
H -3.227 0.764 5.519
H -0.323 0.421 -3.551
H -1.032 -1.596 -4.757
H -3.356 -2.414 -4.490
H -4.300 0.677 -1.976
H -3.685 3.409 -4.533
H -2.969 4.943 -2.233
H 0.685 0.533 -1.744
H 1.470 1.816 -0.843
H 2.153 1.610 -3.092
H 0.653 2.117 -3.775
H -1.436 3.883 -0.070
H -0.223 4.102 -1.300
H 2.646 4.716 1.475
H 2.235 5.709 0.103
H 1.961 6.355 1.756
F 4.211 -8.046 3.077
C 4.884 -7.241 2.227
C 4.271 -6.091 1.772
C 4.966 -5.266 0.900
C 6.251 -5.606 0.497
C 6.844 -6.770 0.967
C 6.160 -7.600 1.844
H 3.266 -5.853 2.095
H 4.493 -4.362 0.542
H 6.792 -4.963 -0.185
H 7.844 -7.037 0.652
H 6.602 -8.510 2.229

The calculation puts the largest force on an atom at 0.78 eV Å⁻¹. The value obtained for the total energy is -92928.31814 eV. The orbital gap is 9.39 eV. As for the net charge: 0. As for the SMILES: CCCC[C@]1(CCCCO)[C@H](C[C@@H](C)I)S(=O)(=O)O[C@@](c2cccnc2)(P(=O)(O)O)[C@@]1(CCC(F)(F)F)COC(C)=O.Fc1ccccc1. Its spin multiplicity is 1. The calculation puts the HOMO energy at -9.204 eV. Its LUMO energy is 0.189 eV.

Löwdin population analysis, charges in e, atoms 1 to 6: C -0.11; C -0.24; C -0.19; C -0.12; C -0.25; C -0.11